No. 1
{
  "formula": "C30H47N13O2PS2Zr",
  "method": "ωB97M-V/def2-TZVPD",
  "species": ["Zr", "C", "C", "O", "P", "S", "S", "O", "C", "C", "H", "H", "H", "H", "H", "H", "H", "H", "H", "H", "C", "C", "C", "C", "C", "C", "C", "N", "C", "C", "C", "C", "C", "C", "C", "N", "C", "C", "C", "C", "H", "H", "H", "H", "H", "H", "H", "H", "H", "H", "H", "H", "H", "H", "H", "H", "H", "H", "H", "H", "H", "H", "H", "H", "N", "C", "N", "N", "N", "N", "C", "N", "N", "N", "N", "H", "C", "C", "N", "C", "C", "N", "C", "C", "H", "H", "H", "H", "H", "H", "H", "H", "H", "H", "H", "H"],
  "coordinates": [[11.577946, 12.443390, 10.437640], [9.785633, 17.828417, 8.584880], [10.459797, 16.778060, 9.417143], [9.524732, 16.248944, 10.425527], [9.907150, 15.007439, 11.348430], [11.964517, 14.862293, 11.243823], [9.198406, 13.145998, 10.691831], [9.282107, 15.286720, 12.774947], [8.381204, 16.451784, 13.150012], [6.986018, 16.001281, 13.488656], [10.503243, 18.274113, 7.900082], [9.335406, 18.615756, 9.216605], [8.966660, 17.377966, 8.005060], [11.339787, 17.185858, 9.942640], [10.835099, 15.930422, 8.802632], [8.390214, 17.158693, 12.288157], [8.865621, 16.962072, 13.984929], [6.468502, 15.587139, 12.577285], [6.359870, 16.846169, 13.810682], [6.938571, 15.251424, 14.306629], [16.936173, 8.099270, 10.380408], [16.244120, 8.492217, 11.703835], [17.285046, 8.680402, 12.760010], [15.304792, 7.355701, 12.124597], [15.473594, 9.762698, 11.500545], [15.616771, 10.636000, 10.396022], [14.806488, 11.745120, 10.282172], [13.720752, 11.936661, 11.067529], [13.720889, 11.246964, 12.298267], [14.577456, 10.177442, 12.481831], [12.702687, 11.675703, 13.258280], [12.936514, 11.656729, 14.667276], [12.012496, 12.195816, 15.561147], [10.828390, 12.745840, 15.021355], [10.583500, 12.627050, 13.656118], [11.483077, 12.105721, 12.794794], [12.418239, 12.445662, 17.019301], [11.240583, 12.357678, 18.038116], [13.093419, 13.812704, 17.132812], [13.492811, 11.427460, 17.377532], [17.420784, 7.116101, 10.589904], [17.618746, 8.863819, 9.960781], [16.178844, 7.996647, 9.571939], [18.022532, 7.861059, 12.763126], [16.886099, 8.810416, 13.782091], [17.867389, 9.591844, 12.436563], [15.937594, 6.475657, 12.365250], [14.542353, 7.075039, 11.364904], [14.748765, 7.655051, 13.049193], [16.376227, 10.494513, 9.571714], [14.969251, 12.415592, 9.479197], [14.520781, 9.528420, 13.379767], [13.835196, 11.170158, 15.075632], [10.024660, 13.276697, 15.600506], [9.663499, 13.020209, 13.237276], [10.509641, 13.179071, 17.896969], [11.630342, 12.441756, 19.070518], [10.679479, 11.426383, 17.997804], [12.365632, 14.617322, 16.912794], [13.970352, 13.860121, 16.436628], [13.522029, 13.991569, 18.161715], [13.202764, 10.422237, 17.081714], [13.643436, 11.468926, 18.432633], [14.448326, 11.700848, 16.910583], [12.471620, 10.773250, 7.101896], [12.129604, 9.993590, 8.152162], [12.147613, 8.654381, 8.072413], [11.674860, 8.301138, 9.300452], [11.480448, 9.312416, 10.051169], [11.713367, 10.458678, 9.389177], [12.238427, 12.113650, 7.162126], [12.609873, 12.917172, 6.185136], [12.369871, 14.157823, 6.684796], [11.916485, 14.077143, 7.889639], [11.896265, 12.800918, 8.294615], [12.543756, 10.301659, 6.185567], [8.038486, 9.624314, 10.331035], [6.877196, 8.612327, 10.768902], [6.850998, 8.354596, 12.185629], [8.159385, 7.703699, 12.460199], [9.374949, 8.566213, 12.040116], [8.900071, 9.890698, 11.520228], [8.104466, 10.498095, 12.547175], [6.841922, 9.666223, 12.843575], [7.584372, 10.586967, 9.955590], [8.676545, 9.178511, 9.552840], [6.995373, 7.633127, 10.279101], [5.895778, 9.014758, 10.482693], [8.170398, 6.748041, 11.912042], [8.167912, 7.399471, 13.534282], [9.954339, 8.046089, 11.266972], [10.021482, 8.782007, 12.911814], [7.811502, 11.544175, 12.260816], [8.711027, 10.593988, 13.450188], [5.898195, 10.175788, 12.561085], [6.750313, 9.454096, 13.936256]],
  "atomic_forces_ev_per_a": [[0.161, -0.219, -0.319], [-1.095, -0.011, 0.299], [0.991, -0.575, -0.195], [-0.367, 0.064, 0.302], [1.208, -0.786, -1.687], [-1.037, 0.284, 0.760], [-0.464, 1.673, 0.355], [-1.032, 1.287, 0.378], [0.819, 0.222, -0.968], [-0.932, -0.898, -0.559], [0.049, -0.014, 0.002], [0.317, -0.230, -0.255], [0.267, 0.173, 0.046], [-0.489, -0.116, -0.061], [-0.362, 0.533, 0.363], [-0.057, -0.620, 0.603], [0.118, -0.350, -0.039], [0.586, 0.210, 0.915], [0.425, -0.012, -0.071], [0.222, 0.370, -0.570], [-0.452, -0.432, -0.328], [-0.401, -0.612, -1.374], [1.681, 1.248, 0.244], [-0.532, -0.343, 0.484], [-0.277, 1.279, -0.797], [1.248, -0.684, -0.068], [-1.309, -0.941, 0.659], [0.950, -0.724, 2.330], [0.343, 0.238, -2.476], [-0.189, -0.437, 0.968], [-1.942, 0.138, 2.186], [0.069, -0.601, -1.110], [-0.542, 1.450, -0.171], [-0.526, -0.050, -0.055], [0.855, -0.347, 0.396], [1.406, -0.099, 0.333], [-0.132, -0.709, 0.315], [0.070, 0.559, -0.086], [0.537, 0.811, 0.123], [0.113, 0.021, -0.235], [-0.055, 0.812, -0.643], [0.132, -0.565, 0.718], [0.310, -0.331, 0.571], [-0.443, 0.084, 0.071], [0.140, 0.057, -0.482], [-0.375, -0.713, 0.800], [-0.520, 0.366, -0.118], [0.590, 0.264, 0.348], [0.478, -0.532, -0.679], [-0.953, 0.045, 1.260], [-0.292, 0.595, -0.792], [-0.200, 0.915, -0.495], [-0.378, 0.548, -0.605], [1.168, -0.720, -0.332], [0.209, -0.328, -0.019], [0.422, -0.354, 0.024], [-0.069, 0.070, -0.532], [0.102, -0.179, -0.234], [0.532, -0.221, 0.016], [-0.866, 0.153, 0.387], [-0.628, -0.320, -0.895], [0.088, -0.178, 0.112], [0.201, -0.171, 0.846], [-0.202, -0.245, 0.098], [-0.218, -0.328, -0.805], [-0.440, -1.087, 1.099], [-0.789, 1.779, 1.083], [0.649, -0.655, -0.016], [-0.300, -0.194, 0.722], [0.861, -1.231, -2.358], [1.519, 0.578, 0.198], [-0.769, 0.408, 0.538], [-0.525, -0.208, 0.244], [0.771, 1.325, -0.470], [-0.265, -0.837, -1.551], [-0.006, 0.704, 0.938], [-0.490, -0.077, 0.548], [-0.176, 0.243, -1.502], [1.498, 0.411, 0.054], [-0.457, -0.902, 0.958], [-0.283, 0.536, 0.084], [0.223, -0.932, -0.879], [-0.897, 1.154, 0.331], [-0.967, -0.398, 1.464], [0.617, -0.872, 0.415], [-0.252, 0.241, 0.179], [-0.015, 0.381, -0.109], [0.187, -0.036, -0.087], [-0.082, 0.311, 0.063], [0.141, 0.460, -0.559], [-0.098, 0.408, 0.292], [-0.121, -0.139, -0.448], [0.283, -0.914, 0.083], [0.092, -0.076, 0.039], [0.527, -0.153, -0.026], [0.091, 0.295, -0.585]],
  "orbital_gap_ha": [0.17902, 0.23939],
  "multiplicity": 2,
  "total_charge": 0,
  "e_tot_ha": -3218.5448,
  "molar_mass_g_mol": 808.1,
  "max_force_ha_per_bohr": 0.0569,
  "e_lumo_ev": [-0.973, -0.946],
  "homo_energy_ev": [-5.8, -7.5]
}

=====

No. 2
{
  "formula": "C44H51MoNP2Si",
  "method": "ωB97M-V/def2-TZVPD",
  "species": ["Mo", "C", "C", "C", "C", "C", "C", "C", "C", "C", "H", "H", "H", "H", "H", "H", "H", "H", "H", "H", "H", "H", "H", "H", "H", "P", "P", "C", "C", "C", "C", "C", "C", "C", "C", "C", "C", "C", "C", "C", "C", "C", "C", "C", "C", "C", "C", "C", "C", "C", "C", "C", "C", "H", "H", "H", "H", "H", "H", "H", "H", "H", "H", "H", "H", "H", "H", "H", "H", "H", "H", "H", "H", "H", "H", "C", "Si", "C", "C", "N", "C", "C", "C", "C", "C", "C", "H", "H", "H", "H", "H", "H", "H", "H", "H", "H", "H", "H", "H", "H"],
  "coordinates": [[-0.160311, -0.015307, 3.382231], [-2.382816, -0.211981, 3.659496], [-2.098497, -0.247597, 2.274038], [-2.414366, 0.925239, 1.352328], [-1.170183, 1.760593, 1.032461], [-0.255412, 1.916485, 2.232533], [-0.728003, 2.282952, 3.510655], [-2.176064, 2.365876, 3.903552], [-2.830324, 1.031325, 4.382668], [1.230480, -1.317288, 2.517219], [-2.631045, -1.159391, 4.139311], [-2.127944, -1.236364, 1.813728], [-3.190781, 1.568304, 1.801938], [-2.835103, 0.544419, 0.404942], [-0.597624, 1.288224, 0.216086], [-1.503675, 2.740507, 0.644766], [0.797196, 2.100579, 1.987218], [-0.045614, 2.861080, 4.137292], [-2.811050, 2.821677, 3.125433], [-2.257204, 3.060513, 4.758402], [-2.642812, 0.925372, 5.467296], [-3.925537, 1.145707, 4.287834], [1.442574, -2.199806, 3.137598], [2.159364, -0.763203, 2.286096], [0.722251, -1.623184, 1.585186], [-0.445373, -2.037217, -4.443086], [1.511939, 0.600202, -4.832916], [-1.074249, -0.457291, -5.056547], [-0.264070, 0.634306, -5.185412], [-0.979528, -3.277623, -5.726007], [-2.060194, -3.024724, -6.582862], [-2.367763, -3.897322, -7.631981], [-1.608995, -5.052456, -7.831197], [-0.520989, -5.318217, -6.990233], [-0.208034, -4.445108, -5.945954], [-1.492058, -2.213080, -2.961375], [-1.161865, -1.351064, -1.894755], [-1.740629, -1.555261, -0.649088], [-2.769756, -2.489799, -0.468939], [-3.156680, -3.277786, -1.560123], [-2.512831, -3.159869, -2.798958], [2.131190, 1.156522, -6.532315], [1.961484, 0.275749, -7.624443], [2.578288, 0.533957, -8.851711], [3.353750, 1.691706, -9.017163], [3.420359, 2.635092, -7.986704], [2.806763, 2.370356, -6.756254], [1.833411, 2.101369, -3.839612], [3.047716, 2.191826, -3.117568], [3.283257, 3.282160, -2.276262], [2.319756, 4.290483, -2.141830], [1.152830, 4.238167, -2.913514], [0.909691, 3.148076, -3.759911], [-2.152444, -0.407948, -5.259665], [-0.647177, 1.579024, -5.591130], [-2.662501, -2.128799, -6.444022], [-3.203676, -3.667550, -8.296436], [-1.869061, -5.742594, -8.634303], [0.079086, -6.215128, -7.162868], [0.643446, -4.661380, -5.298149], [-0.449343, -0.532031, -2.039186], [-1.357142, -0.981650, 0.192401], [-3.262043, -2.590011, 0.504869], [-3.958470, -4.003954, -1.428121], [-2.809424, -3.791663, -3.637541], [1.349351, -0.623062, -7.506885], [2.465299, -0.167919, -9.682599], [3.896279, 1.858918, -9.946630], [3.962616, 3.574604, -8.138273], [2.863767, 3.122176, -5.966148], [3.805320, 1.413743, -3.224805], [4.220472, 3.349045, -1.715447], [2.471440, 5.111120, -1.432149], [0.420955, 5.044603, -2.861544], [0.004926, 3.122204, -4.364909], [-2.215017, -1.518881, 6.637491], [-0.497508, -0.808525, 6.870158], [-0.497336, 0.402202, 8.293985], [0.631927, -2.182604, 7.441910], [0.184439, 0.016516, 5.379032], [1.413601, 0.669554, 5.768068], [1.390188, 1.987213, 6.281637], [2.517966, 2.496991, 6.918683], [3.636447, 1.687115, 7.126621], [3.664051, 0.386959, 6.612015], [2.587144, -0.110414, 5.884461], [-2.583512, -1.779771, 7.646043], [-2.180152, -2.442979, 6.039274], [-2.954307, -0.839812, 6.195161], [-1.066929, -0.026747, 9.133878], [0.521632, 0.585895, 8.666877], [-0.956743, 1.366153, 8.039641], [0.989646, -2.817043, 6.623523], [1.500940, -1.793640, 7.989081], [0.085841, -2.825154, 8.147846], [0.445596, 2.535192, 6.249736], [2.492253, 3.514058, 7.311827], [4.476165, 2.061896, 7.719780], [4.511292, -0.261926, 6.820427], [2.575780, -1.121887, 5.472801]],
  "atomic_forces_ev_per_a": [[0.067, -0.134, 1.852], [0.026, -0.971, -0.173], [-0.618, 0.419, 0.881], [-0.451, -0.105, -0.223], [0.100, -0.310, -0.288], [-0.511, 1.257, 0.593], [0.852, 0.945, -1.770], [-0.593, 0.390, 0.690], [0.072, 0.178, 0.438], [-0.045, 0.243, 0.195], [0.053, 0.277, -0.060], [0.171, 0.141, 0.357], [0.325, -0.514, -0.311], [0.113, 0.166, 0.461], [-0.170, 0.123, 0.234], [0.371, -0.178, 0.269], [-0.206, 0.141, 0.302], [0.081, -0.709, 0.035], [0.596, -0.184, 0.124], [0.175, -0.286, -0.333], [-0.007, 0.009, -0.642], [0.337, -0.109, -0.106], [-0.030, 0.159, -0.262], [-0.274, -0.283, 0.163], [0.144, 0.027, 0.096], [-0.832, -0.270, -0.609], [0.156, 1.060, -1.805], [1.168, 1.840, -0.250], [-1.603, -1.380, 0.098], [0.505, -0.301, -0.031], [0.019, 0.144, -0.105], [0.053, -0.010, 0.210], [0.106, 0.237, 0.291], [-0.211, 0.056, 0.024], [-0.125, 0.334, 0.116], [0.107, 0.138, 0.234], [-0.056, -0.492, -0.030], [-0.014, 0.099, -0.083], [0.390, 0.016, -0.503], [-0.077, 0.132, 0.118], [0.170, -0.004, 0.273], [-0.065, -0.489, 0.100], [0.212, -0.010, 0.074], [-0.047, 0.183, 0.187], [-0.242, -0.110, 0.306], [-0.177, -0.213, 0.075], [0.245, 0.006, 0.188], [0.453, -0.109, 0.655], [-0.425, 0.119, -0.109], [-0.089, 0.023, -0.040], [-0.139, -0.213, -0.170], [0.113, -0.211, -0.045], [0.071, 0.145, 0.265], [0.429, 0.150, -0.003], [-0.039, -0.404, 0.122], [0.064, -0.229, -0.123], [0.250, -0.089, 0.273], [0.146, 0.219, 0.199], [-0.170, 0.344, 0.168], [-0.191, 0.060, -0.208], [-0.006, -0.450, 0.083], [-0.201, -0.126, -0.512], [0.205, -0.108, -0.428], [0.186, 0.189, -0.142], [0.145, 0.073, 0.279], [0.300, 0.163, -0.018], [0.032, 0.234, 0.356], [-0.223, -0.005, 0.188], [-0.249, -0.405, 0.119], [0.101, -0.302, -0.185], [-0.222, 0.150, 0.103], [-0.362, -0.076, -0.230], [0.014, -0.288, -0.412], [0.205, -0.210, 0.009], [0.168, 0.108, 0.277], [-0.157, -0.077, -0.153], [0.185, 0.051, 0.277], [-0.090, 0.303, 0.076], [0.176, -0.217, -0.090], [-0.907, -0.329, -1.201], [0.333, 0.051, 0.255], [0.086, -0.690, -0.298], [-0.105, 0.023, 0.040], [-0.022, -0.069, -0.032], [0.039, 0.130, -0.016], [-0.548, 0.487, 0.048], [0.198, 0.011, -0.382], [-0.094, 0.212, 0.202], [0.191, -0.294, 0.267], [0.098, 0.060, -0.281], [-0.282, 0.013, -0.200], [0.080, -0.124, 0.150], [-0.024, -0.003, 0.144], [-0.170, -0.043, -0.233], [0.023, 0.131, -0.193], [0.381, -0.044, 0.031], [0.047, -0.300, -0.058], [-0.307, -0.150, -0.306], [-0.054, 0.184, -0.163], [0.096, 0.271, 0.249]],
  "orbital_gap_ha": [0.23537, 0.17325],
  "multiplicity": 3,
  "total_charge": 2,
  "e_tot_ha": -2801.7207,
  "molar_mass_g_mol": 779.9,
  "max_force_ha_per_bohr": 0.0427,
  "e_lumo_ev": [-6.371, -8.247],
  "de_lowest_kcal_mol": 0.00,
  "homo_energy_ev": [-12.8, -13.0]
}